[1]
Entry from OMol25: an isolated molecule of C17H19N3O4S2 in a non-equilibrium geometry (the ωB97M-V functional and the def2-TZVPD basis).

As for the SMILES: CCN(CC)S(=O)(=O)c1ccc(NC2=NS(=O)(=O)c3ccccc32)cc1. Its energy above the lowest of the compared OMol25 structures with the same formula, charge and spin is 1.348 eV. The multiplicity is 1. Its frontier orbital gap is 8.5 eV.

XYZ file:
```
45
Properties=species:S:1:pos:R:3:mulliken_charge:R:1
C 4.70 -2.16 -2.53 -1.164
C 3.50 -2.03 -1.60 -0.612
N 2.29 -2.64 -2.11 0.302
C 2.19 -4.08 -2.18 -0.509
C 1.87 -4.69 -0.81 -1.119
S 1.43 -1.71 -3.18 1.434
O 2.29 -0.93 -4.02 -0.698
O 0.44 -2.53 -3.80 -0.769
C 0.62 -0.58 -2.04 -0.309
C 0.89 0.77 -2.10 -0.348
C 0.26 1.63 -1.21 -0.918
C -0.63 1.12 -0.26 1.108
N -1.24 2.03 0.60 0.016
C -2.07 1.80 1.63 0.768
N -2.46 0.64 2.01 -0.615
S -3.47 0.74 3.33 1.135
O -2.84 0.16 4.48 -0.633
O -4.78 0.29 2.98 -0.627
C -3.42 2.55 3.42 -0.183
C -4.03 3.42 4.28 -0.503
C -3.80 4.78 4.09 -0.464
C -2.97 5.22 3.07 -0.831
C -2.35 4.32 2.21 -0.357
C -2.59 2.96 2.39 0.623
C -0.90 -0.25 -0.22 -0.689
C -0.27 -1.09 -1.12 -0.845
H 4.98 -3.20 -2.68 0.302
H 4.46 -1.72 -3.50 0.308
H 5.55 -1.63 -2.11 0.413
H 3.26 -0.98 -1.45 0.295
H 3.72 -2.48 -0.63 0.389
H 1.37 -4.29 -2.87 0.383
H 3.10 -4.53 -2.58 0.300
H 2.69 -4.53 -0.11 0.306
H 0.97 -4.24 -0.40 0.235
H 1.71 -5.76 -0.92 0.411
H 1.58 1.14 -2.84 0.534
H 0.47 2.69 -1.25 0.349
H -1.00 3.00 0.43 -0.024
H -4.67 3.06 5.07 0.443
H -4.26 5.50 4.75 0.395
H -2.80 6.28 2.94 0.386
H -1.72 4.69 1.42 0.362
H -1.60 -0.62 0.51 0.563
H -0.47 -2.15 -1.12 0.459
```

[2]
Entry from OMol25: a 2-piece molecular cluster, C17H19N3O6P2 overall in a non-equilibrium geometry (the ωB97M-V functional and the def2-TZVPD basis).

The multiplicity is 1. Its net charge is -2. Its frontier orbital gap is 2.3 eV.

XYZ file:
```
47
Properties=species:S:1:pos:R:3:mulliken_charge:R:1
O -4.25 -0.68 -1.76 -0.683
P -3.57 -0.67 -3.11 0.887
O -2.97 0.85 -3.33 -0.369
O -4.64 -1.13 -4.31 -0.492
P -1.94 -2.15 -2.98 -0.180
C -1.40 -2.11 -1.18 0.306
C -0.92 -0.80 -0.67 -0.011
N -0.50 -0.64 0.62 -0.051
C -0.57 -1.82 1.38 0.224
C -0.14 -1.71 2.83 0.562
C 0.32 -0.36 3.48 -0.740
C 1.82 0.05 3.19 -0.807
C 2.08 0.60 1.74 -0.358
C 1.30 1.92 1.42 -0.380
N 1.86 2.63 0.24 0.355
C 2.28 2.04 -0.97 -0.238
C 2.76 3.02 -1.92 -0.349
C 2.66 4.35 -1.22 -0.704
C 2.09 4.00 0.08 -0.229
C -0.16 -2.93 3.66 -0.637
C -0.63 -4.23 3.11 -0.606
C -1.07 -4.28 1.72 -0.252
C -1.04 -3.09 0.80 0.064
N -1.48 -3.30 -0.50 -0.685
H -2.36 1.04 -2.58 0.373
H -5.52 -0.74 -4.16 0.317
H -2.48 -3.45 -3.22 0.102
H -0.90 0.10 -1.35 0.011
H -0.41 0.47 3.25 0.294
H 0.24 -0.52 4.60 0.404
H 2.48 -0.85 3.34 0.329
H 2.12 0.82 3.97 0.362
H 3.19 0.85 1.68 0.448
H 1.91 -0.24 1.02 0.233
H 1.31 2.67 2.26 0.260
H 0.22 1.74 1.17 0.094
H 2.28 0.97 -1.27 0.143
H 3.15 2.90 -2.95 0.296
H 2.94 5.35 -1.62 0.308
H 1.86 4.73 0.89 0.254
H 0.16 -2.93 4.73 0.243
H -0.68 -5.15 3.74 0.306
H -1.46 -5.25 1.31 0.328
C 0.01 1.96 -4.25 0.426
O -0.24 1.30 -3.19 -0.596
O -0.76 1.96 -5.28 -0.811
O 1.04 2.69 -4.41 -0.748
```

[3]
Entry from OMol25: C17H19N5O2Re as an isolated structure in a non-equilibrium geometry (the ωB97M-V functional and the def2-TZVPD basis).

Its energy above the lowest of the compared OMol25 structures with the same formula, charge and spin is 0.920 eV. The expectation value of S² is 3.774. The multiplicity is 4. Its net charge is +4. Its frontier orbital gap (spin up / spin down) is 7.2 / 4.9 eV.

XYZ file:
```
44
Properties=species:S:1:pos:R:3:lowdin_spin:R:1
N -0.68 2.50 -0.41 0.046
C -0.20 3.56 -0.40 0.017
C 0.17 4.95 -0.31 0.002
H -0.73 5.58 -0.31 0.001
H 0.82 5.22 -1.15 0.001
H 0.70 5.11 0.64 0.001
N 1.75 -1.17 -0.72 0.034
C 2.71 -1.78 -0.92 0.132
C 3.89 -2.54 -1.13 0.029
H 4.49 -2.02 -1.91 0.007
H 3.58 -3.55 -1.47 0.009
H 4.42 -2.60 -0.16 0.005
N -2.53 -0.44 -0.41 0.050
C -3.34 -1.28 -0.40 0.016
C -4.48 -2.16 -0.33 0.002
H -4.28 -2.95 0.41 0.001
H -4.67 -2.60 -1.31 0.000
H -5.36 -1.59 0.01 0.001
Re 0.25 -0.19 -0.36 1.335
C -0.12 -1.76 0.71 0.020
O -0.21 -2.70 1.40 0.037
C 1.53 0.86 0.64 0.023
O 2.35 1.38 1.30 0.040
C 0.68 1.25 -2.58 0.003
C -0.73 1.31 -2.57 0.010
C -1.49 0.15 -2.57 0.015
C -0.85 -1.12 -2.60 0.007
C 0.50 -1.15 -2.96 0.043
C 1.27 0.03 -2.94 0.044
H 1.28 2.15 -2.44 0.000
H -1.27 2.25 -2.55 0.001
H -2.57 0.24 -2.55 0.001
H -1.43 -2.04 -2.48 0.000
H 0.97 -2.11 -3.18 0.003
H 2.34 0.00 -3.15 0.003
N -1.71 1.97 3.07 0.045
C -2.50 0.83 3.13 0.335
C -1.93 -0.05 2.25 0.314
N -0.86 0.56 1.62 0.121
C -0.73 1.76 2.15 0.231
H -1.82 2.83 3.59 -0.001
H -3.38 0.69 3.73 0.009
H -2.25 -1.05 2.04 0.007
H 0.04 2.51 1.99 0.003
```

[4]
Entry from OMol25: C17H19N7O2 as an isolated structure in a non-equilibrium geometry (the ωB97M-V functional and the def2-TZVPD basis).

Its energy above the lowest of the compared OMol25 structures with the same formula, charge and spin is 2.139 eV. The multiplicity is 1. Its frontier orbital gap is 8.0 eV.

XYZ file:
```
45
Properties=species:S:1:pos:R:3:mulliken_charge:R:1
O -0.09 1.91 1.72 -0.650
N -0.76 -0.73 -1.64 -1.095
N -5.41 1.88 -0.89 -0.747
N 2.09 -1.15 0.67 -0.391
O -4.92 4.08 -1.19 -0.472
C 0.68 1.07 1.25 0.035
C -0.74 0.43 -0.94 0.261
C -5.80 3.12 -0.94 0.492
C 2.54 -0.36 1.68 0.318
C 0.40 0.35 -0.02 0.303
C 1.11 -0.77 -0.22 0.103
C -2.35 3.67 -1.09 -1.066
C -1.36 2.72 -0.98 -0.739
C -3.05 1.04 -1.25 -0.882
C -4.09 2.05 -1.15 1.140
C -3.74 3.41 -1.15 0.129
C -1.74 1.41 -1.04 0.966
N -7.04 3.42 -0.55 -0.392
N 1.91 0.84 1.85 -0.052
N 3.61 -0.80 2.37 0.109
N 0.34 -1.44 -1.14 0.870
C 3.82 -2.27 2.42 -0.910
C 4.51 0.11 3.12 -0.915
C 0.51 -3.95 -0.84 -1.245
C 2.15 -2.68 -2.24 -1.416
C 0.76 -2.70 -1.75 0.310
H -2.02 4.69 -1.04 0.365
H -0.33 2.91 -0.72 0.493
H -3.44 0.03 -1.33 0.358
H -7.77 2.79 -0.38 0.210
H -7.31 4.39 -0.58 0.222
H 2.33 1.57 2.42 0.214
H 2.85 -2.82 2.36 0.295
H 4.50 -2.78 1.64 0.231
H 4.18 -2.55 3.35 0.390
H 4.27 1.18 3.01 0.302
H 5.48 0.02 2.65 0.359
H 4.57 -0.12 4.33 0.252
H -0.51 -4.11 -0.60 0.380
H 1.11 -4.03 0.10 0.202
H 0.82 -4.87 -1.38 0.390
H 2.33 -3.70 -2.78 0.319
H 2.47 -1.89 -2.93 0.412
H 3.01 -2.54 -1.58 0.265
H 0.09 -2.83 -2.60 0.278
```

| no. | energy (eV) |
| --- | --- |
| 1 | -52267.510 |
| 2 | -53267.230 |
| 3 | -31563.193 |
| 4 | -32461.005 |